Entry 1:
Formula: C41H33AuF9N5PS2
Source: the Open Molecules 2025 dataset
Level of theory: ωB97M-V/def2-TZVPD

```
92
Properties=species:S:1:pos:R:3:forces:R:3
Au -0.116849 0.223577 0.058606 -0.180 -1.186 0.057
C 1.601717 -3.832149 -0.811695 -0.029 -0.028 0.009
C 1.197443 -2.398888 -0.731365 0.091 0.012 -0.065
N 0.181297 -1.942774 -0.101798 -0.056 0.496 0.075
N -0.690070 -2.744005 0.578496 -0.056 -0.033 0.042
C -1.775869 -2.206069 1.156187 0.102 -0.149 0.009
N -2.630752 -3.006209 1.762385 0.030 0.055 -0.040
S -2.112078 -0.519621 1.142788 0.248 0.649 -0.347
C 1.988792 -1.368161 -1.452917 0.062 -0.108 0.041
C 3.054690 -1.714441 -2.263294 -0.050 0.055 0.043
C 3.742513 -0.721602 -2.955159 -0.001 0.031 0.000
C 3.337813 0.591258 -2.818454 0.017 -0.056 0.010
C 2.259278 0.871011 -1.991656 0.001 0.054 -0.059
N 1.605385 -0.076609 -1.322223 -0.430 0.561 0.109
H 1.095948 -4.477828 -0.098156 -0.004 0.022 0.003
H 2.669102 -3.925028 -0.614031 0.008 0.006 0.003
H 1.411368 -4.218416 -1.815864 0.001 0.002 -0.001
H -0.553764 -3.746203 0.565386 0.040 -0.015 0.003
H -2.520818 -4.010048 1.791878 -0.002 -0.008 0.012
H -3.455665 -2.625363 2.203258 -0.018 -0.009 0.016
H 3.350130 -2.747043 -2.373541 -0.007 -0.019 0.017
H 4.574420 -0.982185 -3.595773 0.000 -0.001 -0.001
H 3.832716 1.395523 -3.344455 -0.008 0.005 0.001
H 1.898832 1.885131 -1.884229 0.006 -0.013 0.003
N 1.121841 -0.098686 2.072144 0.295 0.666 -0.183
S 2.675158 0.352626 2.274419 -0.441 -0.526 0.101
C 3.424554 -0.872392 3.332175 0.038 0.253 -0.025
C 4.333709 -1.736138 2.739176 0.015 -0.001 0.026
C 4.921435 -2.726126 3.515829 0.010 -0.012 -0.020
C 4.592500 -2.835152 4.858765 0.011 -0.013 0.005
C 3.681366 -1.958180 5.439638 -0.026 0.011 0.007
C 3.091544 -0.963979 4.678021 0.030 -0.032 0.002
C 2.751267 1.807068 3.306483 0.071 -0.104 0.034
C 1.610345 2.419043 3.795767 0.023 -0.007 0.014
C 1.743314 3.545802 4.597197 0.017 -0.006 0.021
C 3.003090 4.045134 4.892673 -0.032 -0.079 0.085
C 4.139680 3.427665 4.383731 0.017 -0.029 -0.004
C 4.020305 2.302148 3.584809 -0.031 0.037 0.044
H 0.568742 0.146987 2.891314 0.086 -0.281 0.161
H 4.599631 -1.620839 1.694586 0.007 0.004 0.005
H 5.648867 -3.396875 3.078995 -0.005 -0.003 0.002
H 5.059991 -3.599565 5.464794 0.000 0.004 0.000
H 3.444702 -2.042006 6.491625 0.001 -0.003 -0.001
H 2.403093 -0.260419 5.130525 0.001 0.002 -0.003
H 0.624677 2.039051 3.559096 0.008 -0.028 -0.002
H 0.862104 4.029315 4.998180 -0.002 -0.001 0.005
H 3.102440 4.919955 5.520611 -0.003 -0.033 -0.002
H 5.120694 3.820632 4.614049 0.000 0.002 0.004
H 4.905768 1.809502 3.199915 -0.002 -0.010 0.003
F -1.374911 3.247046 -6.675283 -0.001 0.008 -0.008
C -1.793309 4.151810 -5.787489 -0.018 -0.006 0.001
F -1.139715 5.295129 -6.007943 0.006 0.006 -0.008
F -3.095931 4.370093 -5.987918 0.009 -0.001 -0.008
C -1.559560 3.679382 -4.366127 0.010 -0.016 0.024
C -1.804402 4.569460 -3.324602 -0.004 -0.010 -0.017
C -1.610212 4.166715 -2.018176 0.051 0.039 0.043
C -1.174218 2.863206 -1.753492 0.112 -0.095 0.041
C -0.939187 1.977749 -2.799707 -0.076 -0.104 0.012
C -1.132753 2.387567 -4.111212 -0.011 0.018 -0.013
P -0.901838 2.428197 -0.029677 -0.036 -0.030 -0.077
C 0.281327 3.561413 0.697616 0.119 -0.199 0.014
C -0.164219 4.777730 1.219868 -0.040 0.037 -0.027
C 0.759800 5.715045 1.649359 0.003 0.004 0.003
C 2.117568 5.436148 1.566666 0.012 -0.053 -0.022
C 2.566377 4.221034 1.068669 -0.013 0.095 -0.060
C 1.646031 3.284561 0.633702 -0.041 0.017 -0.042
C 3.114112 6.464772 2.062104 -0.014 -0.013 -0.029
F 4.317877 6.271121 1.517860 0.009 -0.003 0.015
F 3.245223 6.371075 3.395519 0.021 0.169 -0.072
F 2.709175 7.699516 1.774898 0.003 0.011 -0.006
C -2.442924 2.555021 0.862089 0.016 -0.101 -0.016
C -2.422141 2.646226 2.257907 0.037 0.040 0.020
C -3.610349 2.645889 2.964165 -0.022 0.011 -0.002
C -4.814344 2.542170 2.277499 0.026 -0.009 -0.034
C -4.845231 2.459064 0.891744 0.010 0.013 0.020
C -3.657946 2.456087 0.178474 0.022 0.012 -0.016
C -6.112126 2.446012 3.052954 -0.017 -0.043 0.012
F -7.116343 3.013967 2.391934 -0.011 0.015 -0.002
F -6.413487 1.146792 3.234419 -0.004 0.015 0.006
F -6.006331 3.014681 4.252435 -0.009 0.017 0.005
H -2.142421 5.574930 -3.539774 -0.002 -0.001 0.003
H -1.798442 4.866214 -1.212818 0.007 0.010 -0.006
H -0.630387 0.957312 -2.604888 -0.010 0.034 0.000
H -0.959585 1.704952 -4.931440 -0.002 0.000 0.002
H -1.220581 5.005671 1.282987 0.000 -0.002 0.008
H 0.424603 6.667696 2.038052 -0.001 -0.002 0.006
H 3.627079 4.016155 1.018894 -0.010 -0.003 0.006
H 1.996510 2.326313 0.268103 0.009 0.033 0.020
H -1.482617 2.740078 2.789842 -0.001 -0.022 -0.011
H -3.608963 2.733592 4.042195 -0.001 -0.007 -0.003
H -5.792765 2.401808 0.372627 0.001 -0.007 0.006
H -3.681988 2.390187 -0.901674 0.005 -0.007 -0.009
```
Positions in Å, forces in eV/Å.

Its net charge is +3. The calculation puts the energy relative to the best compared isomer or geometry (same formula, charge and spin) at 138.8 kJ/mol. The HOMO-LUMO gap (alpha / beta) is 5.4 / 5.4 eV.

***

Entry 2:
Formula: C41H33BrN3O4OsP
Source: the Open Molecules 2025 dataset
Level of theory: ωB97M-V/def2-TZVPD

```
84
Properties=species:S:1:pos:R:3:forces:R:3
Os -0.358841 0.442671 0.809775 0.180 0.384 0.102
O -0.767675 2.299429 1.242662 0.115 -0.538 -0.296
C -1.387576 2.685058 2.353638 -0.116 0.127 0.401
C -2.112265 3.885864 2.258108 0.077 -0.095 0.018
C -2.801191 4.381914 3.338038 -0.037 0.057 -0.001
C -2.788108 3.710360 4.564370 -0.014 -0.003 0.025
C -2.074240 2.544972 4.685086 0.015 -0.010 -0.049
C -1.372358 1.995306 3.596274 -0.102 0.123 -0.169
C -0.561941 0.835028 3.828409 0.278 0.116 -0.171
N 0.037744 0.239274 2.859392 -0.460 -0.218 -0.145
N 1.017705 -0.672497 3.165236 -0.035 -0.161 0.120
C 1.717838 -0.923135 2.101481 -0.016 0.080 -0.053
O 1.527327 -0.296585 0.959452 -0.158 0.058 -0.008
C 2.772977 -1.953831 2.137148 0.054 -0.049 0.034
C 3.677688 -2.056053 1.083233 -0.043 0.013 0.032
C 4.627309 -3.065321 1.082875 0.019 0.006 -0.006
C 4.672335 -3.977873 2.126660 0.027 -0.007 -0.006
C 3.769190 -3.879660 3.176507 -0.022 0.012 0.026
C 2.821623 -2.870100 3.186087 0.016 0.010 -0.017
H -2.104407 4.395751 1.303545 0.005 -0.009 -0.015
H -3.360050 5.303567 3.236173 0.006 -0.002 0.000
H -3.330950 4.109044 5.410158 0.001 -0.004 0.003
H -2.038996 2.022928 5.633337 0.001 -0.013 0.006
H -0.358132 0.501514 4.842329 0.029 0.035 0.016
H 3.625280 -1.345811 0.269197 -0.007 0.006 -0.010
H 5.328384 -3.143583 0.262455 0.005 -0.004 -0.006
H 5.406892 -4.772714 2.120046 -0.001 -0.004 -0.011
H 3.796116 -4.598073 3.985208 0.007 -0.005 0.000
H 2.101725 -2.789393 3.988879 -0.005 0.002 0.003
C 0.995646 -1.955979 -1.870237 0.001 0.013 0.007
C 1.195979 -0.922531 -2.936993 -0.010 -0.117 0.046
C 1.888340 -1.282447 -4.093442 0.023 -0.016 0.016
C 2.099866 -0.394876 -5.132814 -0.023 0.017 0.012
C 1.608769 0.897124 -5.031984 0.014 -0.023 0.021
C 0.922583 1.272716 -3.890156 0.013 0.007 0.057
C 0.708550 0.384042 -2.828057 -0.113 0.278 -0.093
P -0.344092 1.020705 -1.447002 0.238 -0.116 -0.200
C -0.031723 2.825109 -1.524586 -0.173 -0.029 -0.022
C -1.095088 3.686577 -1.779552 0.012 -0.014 0.004
C -0.922469 5.063067 -1.754408 0.001 -0.003 0.006
C 0.325532 5.587292 -1.464527 -0.010 -0.005 0.000
C 1.385945 4.732202 -1.203257 0.012 0.001 -0.024
C 1.234508 3.350027 -1.226223 0.004 0.001 0.028
C 2.423276 2.475735 -0.937497 0.043 -0.032 -0.002
C -2.029471 0.785761 -2.050222 -0.044 -0.073 0.297
C -2.457692 0.907489 -3.369463 -0.005 0.020 -0.063
C -3.796119 0.740395 -3.672912 0.033 0.010 -0.034
C -4.699999 0.450520 -2.655400 -0.028 -0.006 0.028
C -4.268178 0.315845 -1.348270 -0.031 -0.029 0.026
C -2.920502 0.475341 -1.023520 0.175 0.024 -0.138
C -2.439713 0.289952 0.394379 -0.171 0.101 0.117
H 1.588455 -2.844943 -2.086824 -0.006 -0.017 -0.006
H -0.051960 -2.253597 -1.791454 0.018 0.026 -0.004
H 1.281469 -1.569461 -0.894114 0.013 -0.026 -0.030
H 2.267281 -2.294669 -4.167866 0.006 -0.001 -0.002
H 2.643160 -0.710784 -6.014058 0.002 0.002 -0.002
H 1.760009 1.612211 -5.829788 -0.002 0.002 -0.004
H 0.555126 2.287900 -3.823517 -0.020 0.032 0.031
H -2.074522 3.281109 -1.996750 -0.010 -0.012 -0.002
H -1.760763 5.716045 -1.959970 -0.003 0.005 0.000
H 0.477168 6.658787 -1.440611 0.003 0.003 0.006
H 2.361631 5.143929 -0.974039 0.002 0.005 0.005
H 3.266645 3.080884 -0.607591 0.000 -0.004 0.019
H 2.734831 1.922546 -1.825939 -0.010 0.004 -0.006
H 2.211004 1.738265 -0.160728 -0.007 -0.006 -0.010
H -1.746217 1.126999 -4.156206 0.011 -0.004 0.006
H -4.137667 0.829215 -4.695698 0.003 0.001 -0.005
H -5.748203 0.317183 -2.891015 -0.009 -0.003 0.005
H -4.975143 0.072385 -0.563463 -0.009 -0.005 -0.006
H -2.813598 -0.660308 0.763491 0.066 -0.006 0.064
H -2.915618 1.043302 1.037824 0.063 0.033 -0.039
Br 2.288392 -6.172639 -0.017142 -0.015 -0.011 -0.008
C 0.650342 -5.541548 0.688527 -0.001 0.041 -0.002
C -0.304960 -6.444250 1.129395 0.083 -0.013 -0.032
N -1.466373 -6.057599 1.644324 -0.057 -0.021 0.025
C -1.702349 -4.753313 1.738025 0.034 0.070 0.035
C -0.810165 -3.780463 1.301840 0.031 0.027 0.071
C 0.401707 -4.184510 0.762523 -0.050 -0.076 -0.041
C -1.141679 -2.322095 1.474453 -0.222 -0.128 -0.090
O -1.839276 -1.947861 2.397825 0.031 0.006 0.047
O -0.634975 -1.582090 0.525321 0.294 0.139 0.097
H -0.118964 -7.510021 1.066586 -0.013 -0.003 0.003
H -2.642705 -4.450431 2.182428 -0.004 -0.002 -0.008
H 1.130527 -3.462303 0.424587 -0.001 0.025 -0.025
```
Positions in Å, forces in eV/Å.

The calculation puts the energy relative to the best compared isomer or geometry (same formula, charge and spin) at 8.8 kJ/mol. The HOMO-LUMO gap (alpha / beta) is 7.4 / 7.4 eV.

***

The records above yield electronic energy values of -109588.281; -137513.258 eV, respectively.